Entry 1:
{
  "formula": "C5H8N2S",
  "method": "ωB97M-V/def2-TZVPD",
  "symbols": ["C", "C", "C", "C", "S", "C", "N", "N", "H", "H", "H", "H", "H", "H", "H", "H"],
  "coordinates": [[1.165, 2.099, 0.446], [0.959, 0.854, -0.431], [1.953, -0.229, -0.179], [1.446, -1.426, 0.103], [-0.326, -1.513, 0.107], [-0.416, 0.248, -0.206], [-1.483, 0.944, -0.215], [-2.675, 0.271, -0.024], [2.150, 2.557, 0.273], [0.380, 2.850, 0.246], [1.141, 1.831, 1.502], [1.012, 1.176, -1.498], [2.999, -0.064, -0.246], [1.977, -2.368, 0.290], [-2.592, -0.479, 0.739], [-3.388, 0.931, 0.256]],
  "lowdin_charge": [-0.067, -0.369, -0.161, -0.397, 0.939, -0.567, -0.057, -0.034, 0.078, 0.080, 0.082, 0.155, 0.101, 0.074, 0.076, 0.068],
  "lumo_energy_ev": 0.83,
  "homo_energy_ev": -8.1,
  "relative_energy_ev": 1.529,
  "total_charge": 0,
  "total_energy_ha": -702.973845
}

***

Entry 2:
{
  "formula": "C5H8N2S",
  "method": "ωB97M-V/def2-TZVPD",
  "symbols": ["H", "N", "C", "N", "C", "C", "C", "S", "C", "H", "H", "H", "H", "H", "H", "H"],
  "coordinates": [[-2.712, 1.299, 0.453], [-2.792, 1.301, -0.603], [-1.970, 0.713, -1.349], [-0.751, 0.287, -0.913], [0.554, 0.066, -1.621], [1.228, -0.952, -0.770], [0.820, -0.436, 0.608], [1.644, -0.513, 2.032], [-0.540, 0.074, 0.480], [-2.152, 0.821, -2.467], [0.579, -0.141, -2.819], [1.225, 1.088, -1.535], [2.325, -0.966, -0.945], [0.689, -1.948, -0.752], [-1.148, -0.793, 0.882], [-0.845, 0.942, 1.205]],
  "lowdin_charge": [0.055, 0.062, -0.313, -0.134, -0.174, -0.207, -0.783, 0.705, -0.260, 0.136, 0.165, 0.162, 0.127, 0.151, 0.155, 0.153],
  "lumo_energy_ev": -0.42,
  "homo_energy_ev": -8.8,
  "relative_energy_ev": 2.566,
  "total_charge": 0,
  "total_energy_ha": -702.935741
}

***

Entry 3:
{
  "formula": "C5H8N2S",
  "method": "ωB97M-V/def2-TZVPD",
  "symbols": ["C", "C", "C", "C", "C", "H", "H", "H", "H", "H", "H", "H", "H", "N", "N", "S"],
  "coordinates": [[2.715, -0.442, 0.316], [1.342, -0.262, -0.171], [-0.740, -0.923, -0.557], [-1.971, -1.369, 0.064], [-1.363, -0.054, 0.705], [3.100, -1.512, 0.202], [2.810, 0.003, 1.317], [3.402, 0.323, -0.245], [-0.737, -0.400, -1.546], [-2.123, -2.182, 0.747], [-2.857, -1.111, -0.498], [-0.843, -0.375, 1.644], [1.309, 1.872, -0.014], [0.562, -1.295, -0.229], [0.885, 1.089, -0.305], [-0.880, 1.445, -0.001]],
  "lowdin_charge": [-0.052, -0.473, -0.401, -0.079, -0.501, 0.107, 0.078, 0.107, 0.133, 0.108, 0.096, 0.101, 0.003, 0.080, -0.182, 0.876],
  "lumo_energy_ev": 0.83,
  "homo_energy_ev": -8.0,
  "relative_energy_ev": 3.843,
  "total_charge": 0,
  "total_energy_ha": -702.888810
}

***

Entry 4:
{
  "formula": "C5H8N2S",
  "method": "ωB97M-V/def2-TZVPD",
  "symbols": ["C", "C", "C", "C", "N", "N", "C", "S", "H", "H", "H", "H", "H", "H", "H", "H"],
  "coordinates": [[2.926, 1.023, 0.242], [1.709, 0.938, -0.634], [0.521, 0.403, -0.208], [0.079, 0.152, 1.194], [-0.599, -1.097, 1.397], [-1.767, -1.369, 0.801], [-1.874, -0.801, -0.364], [-0.764, 0.270, -1.336], [2.446, 0.956, 1.276], [3.580, -0.054, 0.268], [3.503, 2.036, 0.254], [1.851, 1.221, -1.742], [0.963, 0.069, 1.858], [-0.631, 0.926, 1.481], [-0.487, -1.353, 2.274], [-2.605, -1.148, -1.064]],
  "lowdin_charge": [-0.140, -0.221, -0.606, -0.213, -0.095, -0.007, -0.431, 0.959, 0.044, 0.144, 0.096, 0.117, 0.122, 0.132, 0.060, 0.039],
  "lumo_energy_ev": 0.76,
  "homo_energy_ev": -7.8,
  "relative_energy_ev": 3.441,
  "total_charge": 0,
  "total_energy_ha": -702.903556
}

***

Entry 5:
{
  "formula": "C5H8N2S2",
  "method": "ωB97M-V/def2-TZVPD",
  "symbols": ["C", "C", "C", "C", "C", "N", "N", "S", "S", "H", "H", "H", "H", "H", "H", "H", "H"],
  "coordinates": [[1.020, 0.345, 0.625], [-0.005, -0.994, -1.085], [1.092, -0.164, -0.574], [-1.676, -0.346, 0.451], [2.249, 0.066, -1.511], [-1.186, -1.088, -0.650], [-0.831, -0.295, 1.561], [-2.183, 1.357, -0.265], [-1.197, 0.772, 2.768], [1.540, 0.949, 1.330], [0.209, -1.584, -1.969], [-2.641, -0.782, 0.743], [1.956, 0.790, -2.271], [2.513, -0.865, -2.008], [3.111, 0.451, -0.973], [-3.451, 1.299, 0.119], [-0.523, 0.090, 3.710]],
  "lowdin_charge": [0.174, -0.145, -0.334, -0.810, -0.049, 0.033, -0.475, 0.672, 0.706, 0.072, 0.117, 0.096, 0.089, 0.080, 0.080, -0.173, -0.133],
  "lumo_energy_ev": [0.13, 0.13],
  "homo_energy_ev": [-8.1, -8.1],
  "relative_energy_ev": 3.813,
  "total_charge": 0,
  "total_energy_ha": -1101.045960
}

***

Entry 6:
{
  "formula": "C5H8N3",
  "method": "ωB97M-V/def2-TZVPD",
  "symbols": ["H", "N", "C", "C", "C", "N", "C", "N", "C", "H", "H", "H", "H", "H", "H", "H"],
  "coordinates": [[-0.845, -1.118, -2.836], [-0.533, -0.533, -2.170], [-0.482, -0.919, -0.981], [-0.532, -2.267, -0.261], [0.221, -1.833, 0.958], [0.346, -0.538, 1.177], [0.020, 0.106, 0.067], [0.241, 1.360, -0.175], [0.467, 2.421, 0.768], [0.000, -3.097, -0.807], [-1.588, -2.747, -0.164], [0.742, -2.375, 1.675], [0.132, 1.542, -1.187], [1.028, 3.239, 0.150], [0.994, 2.115, 1.607], [-0.432, 2.801, 1.202]],
  "lowdin_charge": [0.044, 0.242, -0.236, -0.040, 0.022, 0.167, -0.230, 0.096, -0.007, 0.152, 0.180, 0.121, 0.174, 0.150, 0.069, 0.096],
  "lumo_energy_ev": -5.54,
  "homo_energy_ev": -14.8,
  "relative_energy_ev": 1.906,
  "total_charge": 1,
  "total_energy_ha": -359.284743
}

***

Entry 7:
{
  "formula": "C5H8N3O2",
  "method": "ωB97M-V/def2-TZVPD",
  "symbols": ["N", "C", "N", "C", "O", "C", "N", "C", "C", "O", "H", "H", "H", "H", "H", "H", "H", "H"],
  "coordinates": [[1.139, -1.258, -0.247], [1.339, -0.107, 0.288], [2.497, 0.189, 0.822], [0.212, 0.863, 0.331], [0.729, 1.438, -1.240], [-1.154, 0.363, 0.125], [-1.611, -0.573, -0.718], [-2.925, -0.698, -0.407], [-3.215, 0.211, 0.501], [-2.119, 0.890, 0.894], [0.204, -1.348, -0.518], [1.859, -1.948, -0.475], [2.933, 1.034, 1.273], [3.121, -0.655, 0.731], [0.313, 1.680, 1.049], [-0.147, 1.857, -1.656], [-3.469, -1.282, -1.086], [-4.249, 0.492, 0.656]],
  "lowdin_charge": [0.263, -0.384, 0.224, 0.009, -0.091, -0.319, 0.143, -0.082, -0.071, 0.129, 0.074, 0.175, 0.187, 0.165, 0.164, 0.149, 0.119, 0.148],
  "lumo_energy_ev": -4.30,
  "homo_energy_ev": -13.4,
  "relative_energy_ev": 1.743,
  "total_charge": 1,
  "total_energy_ha": -509.767485
}

***

Entry 8:
{
  "formula": "C5H8N3O2",
  "method": "ωB97M-V/def2-TZVPD",
  "symbols": ["C", "C", "C", "C", "C", "N", "N", "N", "O", "O", "H", "H", "H", "H", "H", "H", "H", "H"],
  "coordinates": [[-1.313, -0.554, -1.586], [-1.849, -1.555, -2.426], [0.153, 0.718, 0.677], [1.532, -1.291, 0.407], [-0.408, 1.993, 0.989], [-2.498, -2.446, -1.704], [-1.755, -0.821, -0.360], [0.985, -0.044, 0.656], [-2.439, -2.074, -0.443], [-1.621, -0.192, 0.690], [-0.848, 0.390, -1.863], [-1.824, -1.705, -3.508], [1.850, -1.860, 1.235], [0.840, -1.931, -0.080], [2.421, -1.236, -0.163], [-0.758, 2.504, 0.080], [-1.292, 1.716, 1.658], [0.292, 2.684, 1.472]],
  "lowdin_charge": [-0.027, -0.059, -0.120, 0.000, 0.027, 0.102, -0.194, 0.186, 0.039, 0.081, 0.138, 0.138, 0.107, 0.095, 0.106, 0.117, 0.140, 0.123],
  "lumo_energy_ev": [-3.62, -7.08],
  "homo_energy_ev": [-10.9, -15.1],
  "spin_multiplicity": 3,
  "relative_energy_ev": 4.486,
  "total_charge": 1,
  "total_energy_ha": -509.486423
}

***

Entry 9:
{
  "formula": "C5H8N3O3S",
  "method": "ωB97M-V/def2-TZVPD",
  "symbols": ["C", "C", "C", "C", "C", "N", "N", "N", "O", "O", "O", "S", "H", "H", "H", "H", "H", "H", "H", "H"],
  "coordinates": [[2.689, 0.589, 0.193], [-1.972, -2.573, -0.298], [-0.201, -0.332, 0.797], [0.322, -1.609, 0.146], [-1.889, 1.314, 0.123], [2.930, -0.822, 0.464], [1.611, 0.795, -0.448], [-0.528, -2.509, -0.420], [-2.492, -2.040, 0.608], [0.176, 0.127, 1.847], [-1.109, 0.116, -0.054], [1.919, -2.000, -0.037], [3.424, 1.301, 0.563], [-2.384, -3.188, -1.115], [-2.552, 1.219, -0.725], [-1.140, 2.151, 0.095], [-2.392, 1.322, 1.105], [3.650, -1.169, 1.077], [1.515, 1.815, -0.799], [-0.088, -3.314, -0.782]],
  "lowdin_charge": [-0.219, -0.209, -0.540, -0.358, 0.027, -0.294, 0.084, 0.091, 0.165, 0.160, -0.085, 1.181, 0.142, 0.162, 0.103, 0.115, 0.116, 0.102, 0.139, 0.119],
  "lumo_energy_ev": -5.32,
  "homo_energy_ev": -13.8,
  "relative_energy_ev": 0.934,
  "total_charge": 1,
  "total_energy_ha": -983.186102
}

***

Entry 10:
{
  "formula": "C5H8N3O4",
  "method": "ωB97M-V/def2-TZVPD",
  "symbols": ["C", "C", "C", "C", "C", "N", "N", "N", "O", "O", "O", "O", "H", "H", "H", "H", "H", "H", "H", "H"],
  "coordinates": [[-3.371, 0.145, 0.374], [2.032, 0.298, -0.034], [-4.484, -0.209, -0.256], [1.519, 1.590, -0.319], [3.914, -1.109, 0.020], [-0.784, 2.136, 0.029], [-2.144, -0.490, 0.067], [0.296, 1.917, -0.142], [-2.052, -1.299, -0.815], [1.351, -0.705, 0.394], [-1.167, -0.122, 0.742], [3.297, 0.154, -0.248], [-4.466, -0.982, -1.011], [-5.431, 0.253, -0.036], [2.195, 2.339, -0.707], [3.826, -1.358, 1.079], [4.956, -0.985, -0.261], [3.447, -1.896, -0.572], [0.352, -0.569, 0.549], [-3.289, 0.892, 1.149]],
  "lowdin_charge": [-0.073, -0.355, 0.154, 0.004, 0.019, 0.349, -0.354, -0.010, 0.147, 0.192, -0.030, 0.041, 0.093, 0.092, 0.157, 0.113, 0.113, 0.112, 0.106, 0.128],
  "lumo_energy_ev": -4.66,
  "homo_energy_ev": -14.0,
  "relative_energy_ev": 0.914,
  "total_charge": 1,
  "total_energy_ha": -660.133645
}

***

Entry 11:
{
  "formula": "C5H8N3OS",
  "method": "ωB97M-V/def2-TZVPD",
  "symbols": ["C", "C", "C", "C", "C", "N", "N", "N", "O", "S", "H", "H", "H", "H", "H", "H", "H", "H"],
  "coordinates": [[-1.828, 0.754, 0.522], [-1.417, -0.066, 1.466], [-1.359, 0.766, -0.862], [1.341, 0.337, 0.012], [0.495, -0.927, 0.150], [-0.281, 0.195, -1.267], [2.338, 0.383, -0.815], [-0.460, -1.032, 1.150], [1.049, 1.358, 0.723], [0.874, -2.294, -0.880], [-2.691, 1.449, 0.794], [-2.078, -0.440, 2.264], [-1.853, 1.213, -1.730], [2.503, -0.364, -1.461], [2.589, 1.292, -1.210], [1.593, 2.083, 0.480], [-0.482, -1.937, 1.522], [-0.335, -2.770, -0.858]],
  "lowdin_charge": [-0.078, -0.079, -0.143, -0.471, -0.564, 0.102, 0.219, 0.038, 0.199, 0.932, 0.142, 0.152, 0.134, 0.099, 0.160, 0.141, 0.123, -0.105],
  "lumo_energy_ev": -3.72,
  "homo_energy_ev": -12.5,
  "relative_energy_ev": 2.610,
  "total_charge": 1,
  "total_energy_ha": -832.670999
}

***

Entry 12:
{
  "formula": "C5H8N4",
  "method": "ωB97M-V/def2-TZVPD",
  "symbols": ["C", "C", "C", "C", "C", "N", "N", "N", "N", "H", "H", "H", "H", "H", "H", "H", "H"],
  "coordinates": [[-1.683, -0.011, -1.442], [0.427, 0.915, -0.639], [1.130, 0.681, 0.773], [-1.020, 0.804, -0.521], [0.563, -1.765, 0.680], [-2.151, -0.545, -2.371], [1.019, 1.143, -1.721], [-1.039, -0.097, 1.271], [0.263, -0.406, 1.301], [2.140, 0.388, 0.738], [1.096, 1.563, 1.497], [-1.573, 1.685, -0.325], [1.588, -2.010, 0.638], [-0.041, -2.437, 1.210], [0.174, -1.708, -0.309], [0.323, 1.027, -2.496], [-1.215, 0.775, 1.716]],
  "lowdin_charge": [-0.250, -0.365, -0.067, -0.151, 0.001, 0.156, 0.171, 0.101, -0.291, 0.092, 0.137, 0.118, 0.076, 0.067, 0.063, 0.078, 0.065],
  "lumo_energy_ev": 0.09,
  "homo_energy_ev": -8.6,
  "relative_energy_ev": 3.394,
  "total_charge": 0,
  "total_energy_ha": -414.207427
}